This record from the OMol25 dataset describes the ion C6H9O2 with charge +1 at a distorted geometry. The level of theory is ωB97M-V/def2-TZVPD.

## Properties
LUMO level in eV: -4.865
Charge: +1

Bonds (Å) are listed after each position.
Positions of all 17 atoms, in Å:
1 C -2.649 0.428 -0.314  C4 1.464, H10 1.126, H15 1.065, H16 1.143
2 C -0.364 0.924 0.431  C4 1.333, H14 1.009
3 O -0.944 -1.272 -0.227  C4 1.378, C8 1.393
4 C -1.271 0.047 0.001  C1 1.464, C2 1.333, O3 1.378
5 H 2.387 1.615 -0.999  C11 1.033
6 H 0.130 -2.873 0.165  C8 1.121
7 O 1.489 -1.203 0.040  C8 1.467, C17 1.232
8 C 0.190 -1.780 0.404  O3 1.393, H6 1.121, O7 1.467, H13 1.083
9 H 2.927 1.244 0.758  C11 1.178
10 H -2.962 1.250 0.389  C1 1.126
11 C 2.675 0.879 -0.333  H5 1.033, H9 1.178, H12 1.097, C17 1.444
12 H 3.562 0.361 -0.718  C11 1.097
13 H -0.033 -1.719 1.461  C8 1.083
14 H -0.690 1.878 0.403  C2 1.009
15 H -2.628 0.623 -1.361  C1 1.065
16 H -3.375 -0.427 -0.096  C1 1.143
17 C 1.557 0.026 -0.006  O7 1.232, C11 1.444